Record 1
Computed, not measured: 12 unconnected molecules or ions with the total composition C31H60Cl10N4O13, with ωB97M-V with the def2-TZVPD basis set.

ORCA input file:
```
! RIJCOSX wB97M-V def2-TZVPD def2/J DEFGRID3
* xyz -1 2
Cl -1.7764 -3.3485 2.1546
Cl 1.5571 -0.2360 2.4259
Cl -4.1056 -0.7635 -1.5227
Cl -4.1223 4.4731 1.6897
Cl -3.4091 -4.2514 -3.4374
Cl -2.9668 1.4956 1.3358
Cl -4.5298 -1.9141 1.5234
Cl -2.4361 -5.9414 0.6851
Cl -1.5058 -1.5963 -4.0188
Cl 2.1820 -0.8035 5.6392
O 6.4218 1.5765 -2.8164
O 1.7942 4.4894 1.2247
O 1.3192 -5.2866 -2.4176
O 0.8627 6.3040 2.1557
O 0.9197 -1.2459 -0.8766
O -0.5766 0.3045 -0.5585
O 0.8902 4.9584 -2.4540
O -0.9079 2.7998 -4.6417
O -0.6907 4.0776 -6.5986
O 0.1881 1.9931 -6.3750
O -0.3425 4.7571 1.1639
O -1.8943 0.9235 5.8559
O 1.4659 0.8089 -1.6001
N 4.5894 1.9178 -1.5826
N -1.8296 -1.1085 6.8174
N 1.8024 -4.5792 -0.2790
N 3.0526 4.9029 -2.9254
C -2.4929 -4.7278 3.1025
C 5.2373 2.8578 -0.6409
C -0.0220 -1.8753 -0.0401
C 2.0101 5.5249 -2.3665
C 0.6176 0.0353 -1.1396
C 0.1191 0.9421 -5.4827
C 3.1256 3.6567 -3.6680
C 2.1634 6.8617 -1.7885
C -1.6280 -4.2495 -3.0491
C -1.9044 -0.9922 4.3698
C 2.3669 0.7616 4.7352
C 2.8976 -3.4884 -2.2378
C -4.7174 1.8190 1.2929
C -5.1402 3.0780 2.1403
C -4.6447 -2.9399 0.0526
C -0.4703 3.0744 -5.8992
C 4.5435 0.1966 -3.2861
C 5.2420 1.3128 -2.5694
C -5.2074 -2.0672 -1.1039
C -0.2335 3.3884 0.9491
C 1.9437 -4.5405 -1.6375
C 1.2259 3.3381 0.5292
C -2.2849 -6.0835 2.4047
C -2.1023 -0.6409 8.1903
C 0.7997 5.2476 1.5811
C 1.2809 0.9063 3.7111
C -0.3442 1.6007 -4.1957
C -0.9002 -3.3391 -4.0070
C 1.0810 -5.5540 0.5158
C -1.0475 -0.7525 0.2141
C -1.8747 -0.2936 5.7586
H -0.4967 -2.6974 -0.5756
H 2.6816 3.8690 -4.6406
H 5.3639 -0.2092 -3.8780
H 0.6514 -5.0955 1.4064
H -0.9258 -0.3911 1.2352
H 1.7897 -6.2415 0.9777
H -2.7124 -1.7207 4.3028
H 3.1071 7.3229 -2.0798
H 3.7536 0.5268 -3.9607
H 0.4640 1.7157 -3.4734
H -1.0293 -1.6036 4.1491
H 0.2786 0.6563 4.0588
H 3.6404 1.6224 -1.4031
H -2.1206 0.4412 8.3199
H 2.5433 2.8411 -3.2393
H 2.4849 -3.1211 -3.1774
H -1.2406 -6.3787 2.5065
H 2.2752 -3.8628 0.2533
H 5.1852 2.5244 0.3955
H 3.7493 -4.1303 -2.4632
H 4.1719 -0.5549 -2.5895
H 0.5176 -2.2799 0.8162
H 0.3849 -6.1116 -0.1108
H -1.9453 -0.4130 3.4473
H -1.0565 -3.7351 -5.0104
H 2.1387 6.8356 -0.6991
H -1.3293 -5.2913 -3.1651
H 3.3381 0.7163 4.2425
H -1.1652 1.0021 -3.8010
H -5.2168 0.9788 1.7754
H 3.8810 5.4804 -2.9440
H -5.2601 -3.7925 0.3396
H 1.2890 3.5496 -0.5382
H 1.2840 1.9125 3.2920
H -6.0853 -1.5409 -0.7292
H -3.6246 -3.2035 -0.2266
H -1.5878 -2.0884 6.7778
H 1.0493 0.4173 -5.2645
H -0.9564 2.9633 0.2528
H 4.8537 3.8749 -0.7215
H -0.3527 2.8174 1.8699
H -5.0419 1.8501 0.2528
H -4.9248 3.0362 3.2080
H -2.0962 -1.0490 0.2330
H 2.3281 1.6017 5.4285
H -1.3780 -3.9977 -2.0184
H 0.1618 -3.2422 -3.7814
H 6.2932 2.9885 -0.8780
H -0.6522 0.2121 -5.7282
H 3.0913 -2.6320 -1.5919
H 1.3730 7.5328 -2.1248
H -6.1952 3.3193 2.0100
H -3.5585 -4.5471 3.2437
H -1.9971 -4.8643 4.0635
H -5.5511 -2.6681 -1.9459
H -2.9614 -6.8468 2.7893
H -1.1967 -0.9771 8.6954
H -3.0330 -0.9553 8.6626
H 4.1312 3.3992 -4.0006
H 1.8451 2.4693 0.7530
*
```

HOMO-LUMO gap (spin up / spin down) ... 0.0813 / 0.3524 hartree
HOMO (spin up / spin down) ... -0.255 / -7.666 eV
Expectation value of S² ... 0.7505
E_tot ... -190923.574 eV



Record 2
Computed, not measured: a molecular structure, C31H61Cl2F6N6O5SbSi2Sr, with ωB97M-V with the def2-TZVPD basis set.

ORCA input file:
```
! RIJCOSX wB97M-V def2-TZVPD def2/J DEFGRID3
* xyz 1 2
Sb -1.5276 -4.8384 0.3811
Sr -0.2817 -2.1408 -0.2043
Cl 2.8659 -2.2626 1.1130
Cl 0.7722 -1.5454 2.9684
Si -2.7497 0.5823 2.4561
Si 2.1708 0.9841 -1.1204
F -1.4968 -5.2894 2.1976
F 0.1562 -3.9718 0.9302
F -3.3275 -5.3343 0.4707
F -2.1050 -2.9818 0.6598
F -0.4893 -6.2718 -0.1888
F -1.8786 -4.4310 -1.4346
O 2.3864 2.3746 -0.3399
O 1.0080 0.0101 -0.3999
O 1.6935 1.2897 -2.6405
O 3.4848 0.0386 -1.0075
O -0.9511 -0.1876 0.6749
N -0.0647 0.7186 0.3162
N -1.3096 -1.6590 -2.3233
N -1.5517 -2.6635 -4.3230
N 0.7847 -3.6000 -1.7077
N -2.4298 -1.6567 -4.1732
N 1.4611 -5.4896 -3.6250
C 0.1864 -3.6248 -2.9055
C -2.4870 -0.3084 4.1122
C -0.8009 2.6606 2.6507
C 4.9740 0.6593 0.8082
C -5.3983 0.9627 1.8347
C 0.4534 0.8193 -4.5980
C 1.9769 3.7474 -0.5185
C 1.7289 -4.5172 -1.4786
C 2.6540 4.3163 -1.7587
C 5.6048 -1.0029 -0.9637
C -0.8938 -2.6435 -3.1892
C 2.0642 -5.4540 -2.4414
C -3.1369 3.1109 3.4617
C 0.5238 -4.5816 -3.8556
C 5.4233 1.4202 -1.5290
C 2.2122 -2.5518 2.7280
C -2.2939 2.4035 2.3755
C -2.6481 3.0160 1.0141
C -2.2839 -1.0701 -2.9872
C -4.7072 -1.4250 1.6320
C 2.4453 4.4703 0.7334
C 4.8704 0.2951 -0.6674
C 1.8066 0.6487 -3.9261
C 2.1434 -0.8280 -3.7581
C -4.2426 0.0253 1.4204
C -3.9190 0.1736 -0.0629
C 2.8909 1.3610 -4.7192
C -2.1764 -1.8112 3.9625
C -3.8277 -0.1343 4.8636
C -1.3987 0.3275 4.9892
C 0.4667 3.8143 -0.6510
H -5.0237 -1.6269 2.6513
H -2.3535 4.0689 1.0327
H -5.1808 2.0156 1.6564
H -6.2714 0.7008 1.2302
H 2.4206 5.3778 -1.8543
H 2.2096 -4.5074 -0.5103
H -3.0862 -1.4489 -4.9086
H 3.7363 4.2107 -1.6898
H -4.2112 2.9952 3.3080
H 6.4919 1.5372 -1.3440
H 2.1693 5.5247 0.6908
H 5.9998 0.9462 1.0444
H 0.0028 3.3875 0.2358
H 2.6487 2.4185 -4.8308
H 6.6424 -0.9349 -0.6343
H -3.0047 -2.3764 3.5561
H 5.5942 -1.2150 -2.0343
H -3.9500 -2.1523 1.3513
H -3.7193 2.9883 0.8111
H -0.4105 0.2941 4.5462
H 0.4505 0.3541 -5.5848
H 1.9893 4.0217 1.6174
H 2.3091 3.7993 -2.6543
H -0.3223 0.3602 -3.9828
H 2.9894 0.9198 -5.7124
H 5.1303 -1.8327 -0.4397
H 3.8478 1.2770 -4.2094
H 4.3171 1.4977 1.0378
H -4.7115 -0.2760 -0.6691
H 4.6996 -0.1882 1.4376
H 0.1313 3.2416 -1.5193
H 0.1470 4.8504 -0.7687
H 1.9208 -3.5913 2.8159
H -2.9134 4.1802 3.4115
H -0.4958 2.3444 3.6436
H 3.1379 -0.9543 -3.3328
H -3.7218 -0.6279 5.8336
H -0.1594 2.1824 1.9142
H -1.3035 -2.0042 3.3404
H -5.5779 -1.5893 0.9907
H -3.8123 1.2155 -0.3607
H -2.9950 -0.3653 -0.2396
H 1.4235 -1.2873 -3.0793
H 0.0172 -4.6062 -4.8114
H 3.5295 4.3988 0.8295
H -1.3547 -0.2358 5.9259
H -2.8683 -0.2318 -2.6463
H -4.6721 -0.5943 4.3557
H 2.1020 -1.3431 -4.7194
H 4.9285 2.3622 -1.2967
H -4.0715 0.9118 5.0540
H 2.8279 -6.1968 -2.2505
H 5.2826 1.1980 -2.5853
H 0.2207 1.8790 -4.7095
H -1.6258 1.3603 5.2465
H -1.9623 -2.2154 4.9559
H 2.9583 -2.2697 3.4602
H -2.8989 2.7764 4.4706
H -5.6807 0.8471 2.8806
H -2.1158 2.5342 0.1977
H -0.6328 3.7406 2.5891
*
```

HOMO-LUMO gap (spin up / spin down) ... 0.2779 / 0.3454 hartree
Energy above the lowest of the compared OMol25 structures with the same formula, charge and spin ... 3.246 eV
HOMO (spin up / spin down) ... -10.383 / -12.222 eV
Expectation value of S² ... 0.7539
E_tot ... -116797.179 eV



Number 1: largest force on an atom 4.89 eV/A. Number 2: largest force on an atom 4.02 eV/A.